(1)
Here is a 2-piece molecular cluster, H2N4O overall at a distorted geometry from the OMol25 dataset. Energies are from ωB97M-V/def2-TZVPD.

The value obtained for the LUMO energy is 0.870 eV. The energy above the lowest of the compared OMol25 structures with the same formula, charge and spin comes out at 2.9506 eV. The calculation puts the strongest force on any atom at 3.60 eV/Å. Its total energy is -8035.663 eV. Its HOMO-LUMO gap is 9.163 eV.

XYZ file:
```
7
Properties=species:S:1:pos:R:3:forces:R:3
N 2.055 -3.524 -1.769 -1.2071 -0.9936 -1.9691
N 2.713 -3.014 -1.052 -0.0399 0.0864 1.0360
N 0.594 0.094 -0.282 1.0950 -1.6897 2.9868
N 0.286 -0.876 0.400 -0.5671 -0.0221 -0.5454
O 3.335 -2.513 -0.204 1.2305 0.9253 0.9471
H 0.230 0.317 -1.157 -1.1724 0.5612 -2.2871
H 1.363 0.648 0.060 0.6610 1.1325 -0.1682
```
Forces are in eV/Å.

Löwdin population analysis, charges in e, atoms 1 to 4:
1 N 0.2298
2 N -0.3284
3 N -0.1113
4 N -0.0202

(2)
Here is a 2-piece molecular cluster, H2N4O overall at a distorted geometry from the OMol25 dataset. Energies are from ωB97M-V/def2-TZVPD.

The value obtained for the LUMO energy is 0.807 eV. The energy above the lowest of the compared OMol25 structures with the same formula, charge and spin comes out at 3.1289 eV. The calculation puts the strongest force on any atom at 5.55 eV/Å. Its total energy is -8035.485 eV. Its HOMO-LUMO gap is 9.267 eV.

XYZ file:
```
7
Properties=species:S:1:pos:R:3:forces:R:3
N 0.729 -1.453 -1.947 2.0537 -2.0156 -0.1519
N -0.143 -0.784 -2.004 2.2467 -1.3111 0.3861
N 0.053 0.529 1.498 1.9965 0.0669 -0.3995
N -0.347 0.704 0.358 0.0603 -0.0121 1.6611
O -0.977 -0.032 -1.973 -4.4869 3.1785 -0.7716
H -0.366 0.910 2.379 -0.2737 -0.2317 -0.5560
H 1.051 0.126 1.689 -1.5966 0.3251 -0.1682
```
Forces are in eV/Å.

Löwdin population analysis, charges in e, atoms 1 to 4:
1 N 0.2046
2 N -0.3814
3 N -0.1329
4 N 0.0059

(3)
Here is one molecule with the formula H2N4O2 at a distorted geometry from the OMol25 dataset. Energies are from ωB97M-V/def2-TZVPD.

The SMILES is [H]/N=N\O/[N+]([O-])=N/[H]. The value obtained for the LUMO energy is 0.237 eV. The energy above the lowest of the compared OMol25 structures with the same formula, charge and spin comes out at 4.1965 eV. The calculation puts the strongest force on any atom at 3.00 eV/Å. Its total energy is -10081.000 eV. Its HOMO-LUMO gap is 10.778 eV.

XYZ file:
```
8
Properties=species:S:1:pos:R:3:forces:R:3
H 0.494 -2.113 1.508 0.2682 0.0018 1.4192
N 0.603 -2.242 0.519 -0.3573 -0.6724 -0.1300
N 0.274 -1.245 -0.068 0.9318 -0.0760 -0.8065
O 0.033 -0.131 0.733 -0.4716 0.8642 -1.0926
N -0.391 0.859 -0.404 0.6162 -1.3951 -0.3537
O -1.006 0.257 -1.248 -0.3978 1.9634 0.4325
N 0.158 1.947 -0.236 0.3873 -1.7813 2.3828
H -0.165 2.669 -0.804 -0.9768 1.0954 -1.8517
```
Forces are in eV/Å.

Löwdin population analysis, charges in e, atoms 1 to 4:
1 H 0.0561
2 N 0.1105
3 N -0.1004
4 O -0.0490

(4)
Here is one molecule with the formula H2N4O6S3 at a distorted geometry from the OMol25 dataset. Energies are from ωB97M-V/def2-TZVPD.

The value obtained for the LUMO energy is -0.172 eV. The energy above the lowest of the compared OMol25 structures with the same formula, charge and spin comes out at 0.5791 eV. The calculation puts the strongest force on any atom at 2.88 eV/Å. Its total energy is -50772.838 eV. Its HOMO-LUMO gap is 9.482 eV.

XYZ file:
```
15
Properties=species:S:1:pos:R:3:forces:R:3
N -0.272 0.458 -2.226 1.9462 -1.2807 -0.5339
N 0.374 2.693 1.568 -0.3238 -1.6506 -0.5371
N 0.556 -0.465 -2.186 -0.1124 0.7231 1.9707
N -0.040 1.335 1.388 0.9024 0.8069 -0.4424
O -0.887 0.905 -3.123 -1.8483 1.2092 -1.8484
O -0.319 1.124 -1.042 -0.0466 1.0250 1.8194
O 0.028 3.194 2.607 0.4805 0.6929 -0.3871
O 0.992 3.127 0.635 0.2632 0.7206 0.2402
O 1.987 0.488 -0.031 -0.5858 0.7978 -0.0831
O 0.001 -0.904 0.391 -0.2634 0.1253 0.1553
S 0.812 -1.327 -3.516 -0.2978 -0.3695 -2.7821
S -1.199 0.697 2.483 -1.1365 0.7863 1.8703
S 0.586 0.354 0.104 -0.3528 -0.1612 1.9776
H 1.216 -2.294 -2.767 0.7384 -1.3801 0.4884
H -1.391 1.894 3.341 0.6368 -2.0451 -1.9080
```
Forces are in eV/Å.

Löwdin population analysis, charges in e, atoms 1 to 4:
1 N -0.4789
2 N -0.4452
3 N -0.4239
4 N -0.5136